No. 1
{
  "formula": "C35H66FN6O3",
  "method": "the ωB97M-V functional and the def2-TZVPD basis",
  "elements": ["C", "C", "C", "F", "C", "N", "C", "C", "N", "C", "C", "N", "H", "H", "H", "H", "H", "H", "H", "H", "H", "H", "H", "H", "C", "C", "C", "C", "C", "C", "N", "O", "C", "C", "C", "H", "H", "H", "H", "H", "H", "H", "H", "H", "H", "H", "H", "H", "H", "H", "H", "H", "H", "C", "C", "C", "C", "C", "C", "N", "O", "C", "C", "C", "H", "H", "H", "H", "H", "H", "H", "H", "H", "H", "H", "H", "H", "H", "H", "H", "H", "H", "C", "C", "C", "C", "C", "C", "N", "O", "C", "C", "C", "H", "H", "H", "H", "H", "H", "H", "H", "H", "H", "H", "H", "H", "H", "H", "H", "H", "H"],
  "coordinates": [[-4.772, -2.555, 3.421], [-5.208, -1.839, 2.004], [-6.688, -2.279, 1.454], [-7.402, -0.989, 1.123], [-7.640, -3.028, 2.574], [-8.268, -3.466, 3.619], [-6.666, -3.132, 0.037], [-5.888, -2.258, -1.116], [-5.290, -1.810, -2.200], [-6.170, -4.685, 0.187], [-4.566, -4.895, 0.434], [-3.686, -4.617, -0.770], [-5.074, -1.935, 4.384], [-5.091, -3.694, 3.491], [-3.579, -2.571, 3.429], [-4.337, -2.080, 1.224], [-5.194, -0.670, 2.158], [-7.807, -3.183, -0.310], [-6.772, -5.214, 1.064], [-6.487, -5.240, -0.817], [-4.416, -6.054, 0.682], [-4.115, -4.317, 1.345], [-4.273, -4.612, -1.636], [-3.295, -3.643, -0.595], [2.832, -2.496, -1.555], [1.486, -3.167, -1.963], [1.509, -3.576, -3.465], [1.350, -2.406, -4.423], [0.096, -1.606, -4.088], [0.063, -1.139, -2.609], [0.339, -2.253, -1.632], [-0.822, -3.044, -1.559], [1.088, 0.013, -2.431], [-1.312, -0.440, -2.341], [1.482, -4.496, -1.133], [3.594, -2.600, -2.336], [2.748, -1.436, -1.319], [3.246, -2.933, -0.637], [0.704, -4.293, -3.667], [2.443, -4.105, -3.699], [2.239, -1.767, -4.393], [1.277, -2.782, -5.451], [0.034, -0.742, -4.761], [-0.784, -2.225, -4.308], [1.192, 0.290, -1.375], [0.769, 0.916, -2.967], [2.077, -0.223, -2.830], [-2.168, -1.088, -2.559], [-1.433, 0.448, -2.975], [-1.387, -0.107, -1.298], [1.420, -4.293, -0.059], [2.403, -5.065, -1.311], [0.653, -5.162, -1.401], [1.279, 0.699, 5.980], [0.104, 0.268, 5.049], [-0.366, 1.464, 4.171], [-1.190, 2.495, 4.927], [-2.368, 1.829, 5.629], [-1.930, 0.662, 6.553], [-1.010, -0.317, 5.871], [-1.799, -1.104, 5.011], [-1.254, 1.259, 7.817], [-3.214, -0.026, 7.124], [0.775, -0.766, 4.082], [1.666, 1.689, 5.718], [1.024, 0.715, 7.039], [2.121, -0.004, 5.928], [-0.969, 1.094, 3.333], [0.500, 1.963, 3.715], [-0.560, 3.032, 5.645], [-1.565, 3.250, 4.224], [-2.913, 2.586, 6.206], [-3.069, 1.464, 4.867], [-0.815, 0.471, 8.440], [-1.982, 1.790, 8.444], [-0.481, 1.995, 7.587], [-3.887, -0.389, 6.340], [-3.803, 0.677, 7.728], [-2.952, -0.872, 7.772], [1.095, -1.665, 4.621], [1.662, -0.331, 3.605], [0.111, -1.078, 3.267], [6.425, 3.693, -3.031], [5.079, 3.022, -3.439], [5.102, 2.613, -4.940], [4.943, 3.783, -5.899], [3.689, 4.583, -5.563], [3.656, 5.050, -4.084], [3.932, 3.936, -3.108], [2.771, 3.145, -3.035], [4.681, 6.202, -3.907], [2.281, 5.748, -3.816], [5.075, 1.693, -2.609], [7.187, 3.588, -3.811], [6.341, 4.752, -2.794], [6.839, 3.255, -2.112], [4.297, 1.896, -5.142], [6.036, 2.083, -5.174], [5.832, 4.422, -5.869], [4.870, 3.407, -6.927], [3.627, 5.447, -6.236], [2.809, 3.963, -5.783], [4.785, 6.479, -2.851], [4.362, 7.105, -4.442], [5.670, 5.965, -4.305], [1.425, 5.101, -4.034], [2.160, 6.636, -4.451], [2.206, 6.081, -2.773], [5.013, 1.895, -1.534], [5.996, 1.123, -2.787], [4.246, 1.027, -2.877]],
  "mulliken_spin": [0.003, 0.000, 0.000, 0.000, 0.000, 0.000, 0.000, 0.000, 0.000, 0.000, 0.000, 0.001, -0.001, 0.000, 0.002, 0.000, 0.000, 0.000, 0.000, 0.000, 0.000, 0.000, 0.000, 0.001, 0.013, 0.017, 0.015, -0.017, 0.014, 0.005, 0.276, 0.654, 0.057, -0.023, -0.006, -0.001, -0.006, 0.001, 0.003, 0.003, 0.001, 0.002, 0.001, 0.005, -0.006, 0.001, -0.011, 0.005, 0.000, 0.000, -0.001, 0.001, 0.000, 0.006, 0.029, 0.019, -0.019, 0.017, 0.024, 0.308, 0.618, 0.011, -0.009, -0.008, 0.000, -0.008, -0.001, 0.003, 0.002, 0.000, 0.002, 0.000, 0.004, -0.008, 0.000, 0.000, 0.001, 0.000, 0.001, -0.001, 0.000, 0.003, 0.007, 0.033, 0.018, -0.018, 0.014, 0.032, 0.290, 0.629, 0.008, -0.004, -0.018, 0.000, -0.008, -0.001, 0.002, 0.002, 0.000, 0.002, 0.000, 0.005, -0.006, 0.000, 0.000, 0.000, 0.000, 0.001, -0.002, 0.000, 0.012],
  "max_force_ev_per_a": 12.58,
  "e_lumo_ev": [0.54, -0.44],
  "e_homo_ha": [-0.3285, -0.3374],
  "multiplicity": 4,
  "e_tot_ha": -2026.82810
}

No. 2
{
  "formula": "C35H67BrF13NO9",
  "method": "the ωB97M-V functional and the def2-TZVPD basis",
  "elements": ["O", "C", "Br", "C", "O", "C", "O", "N", "C", "C", "C", "F", "F", "C", "F", "F", "C", "F", "F", "C", "F", "F", "C", "F", "F", "C", "F", "F", "F", "H", "H", "H", "H", "H", "H", "H", "C", "C", "O", "C", "C", "H", "H", "H", "H", "H", "H", "H", "H", "H", "H", "C", "C", "O", "C", "C", "H", "H", "H", "H", "H", "H", "H", "H", "H", "H", "C", "C", "O", "C", "C", "H", "H", "H", "H", "H", "H", "H", "H", "H", "H", "C", "C", "O", "C", "C", "H", "H", "H", "H", "H", "H", "H", "H", "H", "H", "C", "C", "O", "C", "C", "H", "H", "H", "H", "H", "H", "H", "H", "H", "H", "C", "C", "O", "C", "C", "H", "H", "H", "H", "H", "H", "H", "H", "H", "H"],
  "coordinates": [[-2.276, 3.080, -2.515], [-2.905, 3.453, -3.397], [-1.984, 3.682, -5.119], [-4.407, 3.813, -3.286], [-5.204, 2.706, -2.882], [-5.762, 2.051, -3.929], [-5.074, 1.743, -4.850], [-7.121, 1.713, -3.931], [-7.471, 0.775, -2.819], [-6.599, -0.523, -2.838], [-5.609, -0.649, -1.669], [-5.378, 0.558, -1.089], [-6.178, -1.416, -0.707], [-4.192, -1.187, -2.109], [-3.541, -0.125, -2.569], [-4.426, -2.102, -3.081], [-3.415, -1.911, -0.978], [-3.541, -1.124, 0.119], [-3.984, -3.062, -0.639], [-1.880, -2.090, -1.195], [-1.410, -2.626, -0.048], [-1.232, -0.932, -1.319], [-1.450, -3.073, -2.345], [-2.379, -3.968, -2.682], [-0.403, -3.778, -1.875], [-0.932, -2.394, -3.652], [-1.802, -1.587, -4.216], [0.235, -1.813, -3.490], [-0.713, -3.390, -4.523], [-4.801, 4.258, -4.209], [-4.474, 4.555, -2.473], [-7.234, 1.146, -4.769], [-8.503, 0.457, -3.042], [-7.517, 1.283, -1.848], [-7.289, -1.379, -2.749], [-6.143, -0.608, -3.836], [2.032, 7.435, -3.336], [1.076, 6.256, -3.276], [1.049, 5.488, -4.464], [2.265, 4.865, -4.835], [2.764, 3.854, -3.816], [1.850, 8.032, -4.231], [1.908, 8.070, -2.456], [3.073, 7.108, -3.365], [0.060, 6.630, -3.137], [1.294, 5.618, -2.412], [3.032, 5.617, -5.051], [2.064, 4.345, -5.774], [3.080, 4.341, -2.891], [3.620, 3.305, -4.213], [1.974, 3.146, -3.559], [7.249, 2.849, -8.941], [6.944, 2.436, -7.511], [5.842, 3.123, -6.945], [4.592, 2.931, -7.584], [4.116, 1.488, -7.561], [7.331, 3.935, -9.019], [8.184, 2.398, -9.276], [6.462, 2.530, -9.628], [7.803, 2.677, -6.883], [6.798, 1.353, -7.439], [4.622, 3.319, -8.608], [3.877, 3.548, -7.038], [4.744, 0.849, -8.186], [3.094, 1.419, -7.936], [4.150, 1.089, -6.546], [-0.160, -0.733, 5.913], [-0.739, -2.069, 5.481], [-2.097, -1.996, 5.081], [-2.368, -1.171, 3.961], [-1.679, -1.630, 2.689], [-0.804, -0.257, 6.656], [0.834, -0.871, 6.343], [-0.067, -0.044, 5.071], [-0.712, -2.758, 6.327], [-0.131, -2.522, 4.690], [-2.121, -0.127, 4.185], [-3.449, -1.210, 3.813], [-0.596, -1.506, 2.754], [-2.028, -1.052, 1.838], [-1.876, -2.688, 2.504], [-0.278, 1.483, 1.581], [0.015, 2.950, 1.321], [0.019, 3.743, 2.496], [0.992, 3.409, 3.469], [2.422, 3.560, 2.975], [-1.184, 1.372, 2.181], [-0.410, 0.948, 0.639], [0.537, 1.001, 2.126], [-0.770, 3.361, 0.683], [0.956, 3.071, 0.773], [0.817, 2.399, 3.856], [0.831, 4.094, 4.302], [2.662, 2.818, 2.211], [3.124, 3.429, 3.799], [2.573, 4.546, 2.533], [0.041, -2.466, 9.647], [1.154, -3.347, 9.106], [2.272, -2.618, 8.630], [2.954, -1.827, 9.588], [3.559, -2.635, 10.723], [-0.222, -1.692, 8.923], [-0.846, -3.063, 9.866], [0.339, -1.964, 10.569], [0.777, -3.910, 8.250], [1.467, -4.086, 9.851], [2.296, -1.041, 9.974], [3.756, -1.324, 9.045], [2.787, -3.071, 11.360], [4.187, -2.000, 11.349], [4.162, -3.456, 10.331], [2.308, -6.730, 1.167], [1.228, -7.597, 1.792], [0.419, -6.908, 2.728], [-0.328, -5.817, 2.220], [-1.337, -6.214, 1.155], [2.883, -6.216, 1.940], [2.986, -7.339, 0.567], [1.882, -5.966, 0.514], [1.702, -8.409, 2.346], [0.607, -8.066, 1.020], [0.342, -5.032, 1.850], [-0.862, -5.394, 3.073], [-0.842, -6.543, 0.238], [-1.977, -5.367, 0.903], [-1.961, -7.039, 1.503]],
  "mulliken_charge": [-0.352, 0.399, -0.164, -0.458, -0.256, 0.468, -0.556, -0.298, -0.850, -0.971, 1.033, -0.263, -0.328, 0.296, -0.146, -0.382, 0.792, -0.342, -0.312, 0.347, -0.277, -0.247, 0.700, -0.274, -0.310, 0.580, -0.169, -0.246, -0.286, 0.452, 0.269, 0.370, 0.403, 0.385, 0.508, 0.434, -1.140, -0.190, -0.361, -0.225, -0.988, 0.297, 0.401, 0.264, 0.317, 0.226, 0.326, 0.199, 0.292, 0.376, 0.246, -1.030, -0.323, -0.391, 0.121, -1.135, 0.289, 0.389, 0.263, 0.324, 0.297, 0.315, -0.149, 0.327, 0.404, 0.284, -0.720, 0.094, -0.492, -0.706, -0.151, 0.250, 0.340, -0.010, 0.135, 0.170, 0.304, 0.342, 0.280, -0.171, 0.329, -0.503, -0.517, -0.469, 0.274, -1.129, 0.200, 0.196, 0.274, 0.227, 0.329, -0.220, 0.365, 0.260, 0.424, 0.284, -1.054, -0.368, -0.404, -0.295, -1.082, 0.199, 0.380, 0.368, 0.346, 0.346, 0.299, 0.337, 0.259, 0.395, 0.288, -0.853, -0.305, -0.453, -0.147, -0.904, 0.278, 0.393, 0.090, 0.347, 0.285, 0.236, 0.219, 0.226, 0.268, 0.338],
  "max_force_ev_per_a": 3.59,
  "e_lumo_ev": 0.49,
  "e_homo_ha": -0.3486,
  "e_tot_ha": -5977.86584,
  "smiles": "O=C(Br)COC(=O)NCCC(F)(F)C(F)(F)C(F)(F)C(F)(F)C(F)(F)C(F)(F)F.CCOCC.CCOCC.CCOCC.CCOCC.CCOCC.CCOCC"
}